(1)
A molecular structure, C50H41AsBrN4O5S4Ti in a non-equilibrium geometry, computed with ωB97M-V/def2-TZVPD.

The geometry in XYZ format:
```
107
Properties=species:S:1:pos:R:3:forces:R:3
Br -3.6556 -5.6414 -0.7801 -0.015 -0.005 0.009
As 0.3266 1.1552 2.0203 0.056 -0.041 0.312
Ti -0.4951 -0.6985 -0.0752 -0.995 0.327 0.061
S 4.0213 1.8330 -2.2797 0.020 -0.039 -0.006
S 3.7688 -1.3879 -1.2049 0.035 0.061 -0.004
S 1.6491 1.7198 -4.7471 0.001 0.039 -0.001
S -1.2675 -1.7941 2.0927 0.049 -0.074 0.158
O 2.8198 -2.6049 2.1366 0.021 -0.153 0.056
O 0.6512 -0.1606 -1.4942 0.082 0.201 -0.011
O 3.2263 -6.6670 0.4704 0.042 0.019 -0.004
O 3.5608 -5.0205 1.9362 -0.040 0.180 0.070
O 1.4828 -1.1983 1.0204 0.171 -0.074 0.049
N 0.7192 -3.0846 -0.7127 0.100 -0.075 -0.046
N -1.7493 0.5283 -0.0678 0.748 0.076 -0.480
N 1.4220 -5.1423 -0.9848 0.036 -0.028 -0.003
N -1.8553 -1.9335 -1.0974 -0.186 -0.071 -0.109
C 3.6368 -2.9895 -3.1779 0.005 0.017 -0.020
C 1.9076 2.3731 -0.9747 -0.001 -0.033 0.059
C 4.3393 1.0628 3.2793 -0.035 0.002 -0.001
C 0.1798 3.1141 2.0632 -0.042 -0.020 -0.010
C -3.7413 3.1009 -1.8247 0.003 -0.015 -0.025
C -4.9405 3.0429 -1.1358 0.000 -0.031 0.023
C 1.0968 0.4756 -3.7010 0.060 -0.061 -0.039
C -2.5179 -1.4054 -2.1907 0.029 -0.034 0.000
C -2.3015 1.2601 5.3357 -0.009 -0.016 0.009
C 3.0900 -0.0850 4.9746 0.043 -0.012 0.013
C 0.8555 5.3329 2.7429 0.010 -0.005 0.000
C -2.5054 -0.9163 4.3317 -0.001 -0.003 -0.009
C 1.5701 -3.4009 0.3050 -0.029 -0.028 0.039
C 1.9088 0.2003 4.3022 0.012 0.047 0.006
C -2.6780 2.2568 -1.5208 0.018 0.063 -0.069
C 2.4213 1.4123 -1.7900 -0.023 0.067 -0.066
C -0.9244 5.0670 1.1564 0.004 0.002 -0.011
C -0.0890 -4.2561 -2.7725 -0.026 0.008 0.045
C 2.0187 -4.6881 0.1656 0.092 0.042 -0.064
C -1.3946 1.6051 4.3473 -0.029 0.013 0.005
C 0.0657 -0.2107 -4.2668 0.016 0.008 -0.001
C -5.0718 2.1002 -0.1210 0.007 0.030 -0.015
C -1.6017 -0.5781 3.3071 -0.004 -0.065 -0.027
C 0.6615 -4.1443 -1.4927 -0.064 0.019 0.078
C -3.8698 -3.3862 -2.5381 0.005 -0.017 -0.007
C -0.1026 5.8947 1.9104 -0.002 0.000 0.000
C -4.2102 0.2566 1.3300 0.015 -0.002 0.012
C 0.4934 1.3209 -5.9454 -0.006 -0.011 -0.006
C -2.2758 -3.1876 -0.7047 0.087 -0.051 0.005
C 1.9751 -2.3236 1.2497 0.052 0.024 0.031
C 2.9920 -5.5402 0.8776 -0.164 0.002 0.023
C -0.2841 0.2720 -5.5567 0.016 0.013 0.009
C 1.9316 0.9256 3.1172 -0.046 -0.063 0.005
C 0.9951 3.9514 2.8201 -0.003 0.016 -0.008
C -3.4681 -2.0758 -2.9022 0.013 -0.002 0.002
C -2.7832 1.3337 -0.4525 -0.220 -0.211 0.228
C -1.0331 0.7064 3.3466 0.085 0.057 -0.033
C -3.2254 -3.8800 -1.3864 0.023 -0.015 -0.058
C 3.1597 1.3378 2.6041 0.005 0.011 -0.067
C 1.6885 0.1764 -2.3174 0.048 -0.126 -0.068
C 2.6689 -0.9968 -2.4663 -0.011 -0.062 0.003
C -0.7805 3.6889 1.2304 -0.006 0.014 -0.010
C 2.8018 3.4513 -0.7363 0.042 -0.017 0.006
C 4.3064 0.3491 4.4705 -0.019 0.003 0.007
C -4.0311 1.2562 0.2283 0.012 0.007 0.002
C -1.4323 2.3142 -2.3565 -0.003 -0.021 0.005
C -2.8488 -0.0203 5.3243 0.004 0.021 -0.017
C 4.2847 -2.8083 -1.9930 -0.028 -0.030 0.024
C 2.7165 -1.9419 -3.4520 -0.025 0.008 0.016
C 3.9865 3.2928 -1.3891 -0.018 0.040 0.022
H 3.0577 -0.6717 5.8849 0.005 0.003 0.009
H 0.5914 -4.4943 -3.5942 -0.004 0.014 0.013
H -3.8111 -0.7198 1.0505 0.013 -0.001 -0.005
H 3.8046 -3.8352 -3.8310 0.009 -0.002 0.001
H 3.2014 1.8590 1.6521 -0.018 0.004 0.007
H -4.6304 -3.9440 -3.0608 0.004 -0.003 -0.003
H -5.2662 0.1579 1.5912 0.002 0.001 0.000
H 4.8510 3.9374 -1.3682 -0.007 0.010 -0.009
H -0.2090 6.9717 1.8508 0.001 0.000 -0.002
H -3.6640 0.5648 2.2235 0.005 -0.003 0.017
H 1.4998 5.9704 3.3380 -0.002 0.001 0.001
H 5.0203 -3.4473 -1.5298 -0.001 -0.006 -0.005
H 0.9672 -0.1654 4.6934 -0.004 0.010 -0.001
H 0.9254 2.3017 -0.5390 -0.091 -0.041 -0.043
H -5.7609 3.7035 -1.3908 -0.002 0.003 0.004
H 5.2278 0.1120 4.9893 0.000 -0.002 -0.001
H -1.4255 3.0557 0.6329 -0.003 -0.003 0.000
H -2.2240 -0.4047 -2.4743 -0.042 0.025 0.037
H 2.0958 -1.8999 -4.3349 -0.008 0.017 -0.006
H -3.5619 -0.3148 6.0867 0.003 -0.004 0.002
H 1.5884 -6.0602 -1.3625 -0.008 0.006 -0.014
H -0.5763 -3.3053 -2.9746 -0.011 0.005 -0.005
H -1.1311 3.3450 -2.5611 0.022 0.001 0.010
H -0.6246 1.7844 -1.8646 0.082 0.015 0.015
H -0.4455 -1.0087 -3.7472 -0.002 0.001 -0.012
H 3.2440 -4.0298 2.0878 0.070 -0.014 -0.120
H -3.9203 -1.5783 -3.7521 -0.007 0.012 0.004
H -3.6169 3.8100 -2.6389 -0.001 0.000 -0.001
H 5.2860 1.3842 2.8605 -0.002 -0.002 0.001
H -1.8082 -3.6135 0.1706 -0.006 0.022 0.020
H -1.0910 -0.1318 -6.1527 0.002 -0.002 -0.004
H 1.7452 3.5266 3.4754 0.016 -0.021 0.001
H 0.4373 1.8919 -6.8586 -0.004 -0.010 -0.006
H -0.8616 -5.0245 -2.7130 -0.011 -0.011 -0.009
H -6.0097 2.0140 0.4195 -0.003 0.003 -0.002
H 2.5689 4.2881 -0.0913 -0.003 0.001 0.001
H -0.9571 2.5973 4.3556 0.018 -0.009 -0.017
H -1.5785 1.8155 -3.3209 -0.029 0.055 0.008
H -1.6794 5.4867 0.5022 0.001 0.002 0.004
H -2.5740 1.9754 6.1025 -0.006 -0.003 0.001
H -2.9508 -1.9032 4.3054 0.001 0.000 0.014
```
Positions in Å, forces in eV/Å.

Results
**⟨S²⟩**: 0.76
**M**: 1108.86 Da
**Energy above the lowest of the compared OMol25 structures with the same formula, charge and spin**: 0.425 eV
**Spin multiplicity**: 2
**Largest force on an atom**: 1.049 eV Å⁻¹
**LUMO (alpha / beta)**: 3.70 / 3.69 eV
**Total charge**: -2
**HOMO-LUMO gap (alpha / beta)**: 0.1394 / 0.2138 Ha

(2)
A molecular structure, C50H41Br2N9PtS3 in a non-equilibrium geometry, computed with ωB97M-V/def2-TZVPD.

The geometry in XYZ format:
```
106
Properties=species:S:1:pos:R:3:forces:R:3
Pt -1.8260 1.7571 0.8320 -0.304 0.688 -0.396
Br -4.3810 5.6954 5.5581 0.114 -0.184 -0.180
Br 3.1476 5.3911 3.3440 -0.232 -0.159 -0.045
S -0.3992 -1.5378 1.4508 -1.215 0.595 0.585
S 1.4372 -1.3365 -0.8263 -0.574 0.294 0.349
S 0.1657 1.0744 -1.7158 -0.479 -0.614 0.390
N -2.7153 2.7599 2.3597 0.552 0.359 0.045
N -5.0352 -1.8607 -1.3710 0.064 -0.079 -0.018
N -5.6505 0.3382 -1.6256 -0.019 -0.231 -0.034
N -1.0768 1.0176 -0.9393 0.353 0.337 -0.136
N -1.3357 -0.4289 1.6460 1.083 -1.184 0.220
N -0.1859 2.6163 1.6591 -0.125 0.656 0.505
N -3.5568 1.1453 -0.0166 -0.328 -0.173 -0.420
N 1.4675 0.1806 -1.1979 0.102 0.129 -0.325
N 0.2651 -1.9117 -0.0201 0.379 -0.247 -0.449
C -0.4891 3.5410 2.6110 1.383 -0.117 -0.450
C 3.0746 -1.5600 4.3895 -0.007 0.060 0.025
C 1.5050 -2.3944 -2.2586 -0.064 0.267 0.043
C 5.4723 -1.9575 1.1271 -0.031 -0.008 -0.037
C -1.8744 3.5945 3.0186 -1.384 0.189 0.456
C -5.4374 1.6174 -1.3574 0.099 -0.046 0.164
C 1.7974 4.2425 2.7086 0.633 -0.168 -0.200
C -0.1749 0.5905 -3.4038 0.242 -0.047 0.158
C 0.1709 3.7692 -1.8469 -0.173 -0.103 -0.015
C 2.6561 -3.0420 -4.2431 0.052 0.059 -0.007
C 0.7696 0.7941 -4.3980 0.080 -0.039 0.006
C -1.4651 -5.4835 1.4395 0.055 0.023 -0.044
C -4.8283 -0.5562 -1.0751 -0.163 0.405 -0.009
C 1.2467 -0.4265 3.3191 -0.094 0.119 -0.066
C -3.7660 -0.1415 -0.2513 0.089 -0.192 0.090
C 2.6076 -2.2746 -3.0933 0.041 0.147 0.032
C -4.5628 3.6367 3.5938 0.242 0.356 0.289
C 1.0960 2.4524 1.3218 -0.059 -0.273 -0.197
C 0.7393 5.0179 -2.0427 0.057 0.019 -0.004
C 0.4616 0.4151 -5.6943 0.061 -0.020 -0.021
C -1.2182 -3.1221 1.7268 0.569 -0.041 -0.210
C -1.4110 0.0286 -3.6721 -0.095 0.001 0.222
C 0.9876 2.6506 -1.8844 0.240 -0.315 0.004
C 2.3577 2.7458 -2.0881 0.066 0.080 0.074
C 0.4549 -3.2518 -2.5408 -0.078 0.055 0.146
C 2.8328 -2.6926 3.6222 -0.035 -0.020 -0.032
C 2.9148 4.0008 -2.2807 0.008 -0.043 -0.003
C -2.9595 -4.2736 2.8920 0.023 -0.035 -0.038
C -1.7132 -0.3353 -4.9742 0.030 -0.040 -0.026
C -0.7757 -0.1458 -5.9801 -0.048 -0.026 -0.040
C 1.0174 -1.5595 2.5595 -0.127 -0.239 -0.169
C 3.0253 -1.5513 -0.0500 -0.021 0.068 -0.343
C 4.7865 -3.0325 0.5755 -0.011 -0.036 -0.006
C 4.9312 -0.6795 1.0809 0.043 -0.050 0.090
C 2.2906 -0.4247 4.2324 0.063 -0.033 -0.033
C -4.3934 2.0462 -0.5576 -0.227 0.164 -0.087
C -0.7987 -4.3051 1.1339 -0.088 -0.071 0.022
C -2.3559 4.4507 4.0096 0.559 -0.099 -0.292
C 2.1046 5.1291 -2.2743 -0.003 0.046 0.059
C 0.4980 4.3799 3.1304 -0.736 -0.081 0.142
C 1.6073 -3.9004 -4.5468 -0.039 -0.076 -0.031
C -2.2969 -3.0919 2.5958 0.012 0.122 0.044
C 0.5144 -4.0102 -3.6994 -0.010 0.003 -0.052
C 1.8018 -2.6956 2.6957 0.053 0.019 0.114
C -3.7043 4.4936 4.2783 -0.547 -0.039 0.117
C 3.7010 -0.4653 0.4811 -0.054 0.018 0.057
C -2.5353 -5.4677 2.3233 -0.053 -0.008 0.006
C 2.1187 3.2252 1.8137 0.010 0.408 0.450
C -4.0160 2.7802 2.6689 -0.164 -0.341 -0.181
C 3.5499 -2.8354 -0.0151 -0.059 -0.005 0.020
H -5.6269 3.6540 3.7749 -0.007 -0.099 0.012
H 3.5103 -2.9700 -4.9023 -0.004 0.005 -0.002
H -6.1300 2.3245 -1.7961 0.066 0.066 0.001
H 1.7231 1.2518 -4.1711 0.022 -0.027 -0.033
H -1.6824 5.0978 4.5504 -0.014 0.013 -0.007
H -1.1470 -6.4137 0.9877 -0.007 -0.006 0.004
H 1.6008 -3.5765 2.1010 0.002 -0.024 0.037
H -4.5867 -2.5857 -0.8404 -0.009 0.009 0.018
H 0.1187 5.9030 -2.0209 -0.014 0.004 -0.016
H 3.1466 3.0529 1.5312 -0.035 -0.033 -0.149
H 2.9710 1.8549 -2.0794 0.013 0.029 -0.036
H -4.2224 3.0910 -0.3495 0.095 -0.014 -0.027
H 2.5442 6.1026 -2.4454 -0.009 0.012 0.023
H -2.5992 -2.1434 3.0207 -0.016 -0.015 0.027
H 0.2367 5.1351 3.8557 0.056 0.021 -0.008
H 0.5927 0.4292 3.1984 -0.043 -0.056 0.033
H -4.6512 2.0798 2.1448 0.083 0.012 -0.059
H 3.4113 -1.5941 -2.8382 0.022 -0.022 -0.062
H -2.1112 -0.0993 -2.8555 -0.032 0.002 -0.065
H -3.0800 -0.8387 0.2119 0.101 0.051 0.006
H 3.2731 0.5246 0.4140 0.024 0.000 -0.005
H 3.9806 4.0963 -2.4385 -0.002 0.014 -0.028
H 1.6438 -4.4919 -5.4521 0.016 -0.009 0.013
H -3.8030 -4.2636 3.5687 0.007 -0.001 0.018
H 5.2166 -4.0243 0.5990 0.005 -0.005 0.012
H -0.8906 3.6464 -1.6656 0.000 0.037 -0.001
H 1.1878 0.5587 -6.4830 -0.015 0.034 0.002
H -5.8831 -2.0845 -1.8643 -0.011 -0.041 0.022
H -2.6797 -0.7634 -5.2042 0.005 -0.002 0.011
H -3.0427 -6.3919 2.5657 -0.018 0.008 -0.001
H 2.9990 -3.6598 -0.4523 0.072 -0.032 0.020
H -1.0131 -0.4293 -6.9971 0.000 0.004 0.009
H 6.4387 -2.1167 1.5862 0.006 0.003 0.001
H -0.3809 -3.3105 -1.8573 -0.031 -0.035 -0.046
H 2.4835 0.4547 4.8324 -0.017 -0.001 0.029
H -0.2940 -4.6868 -3.9406 -0.003 0.006 0.006
H 5.4744 0.1515 1.5100 -0.002 0.019 -0.011
H 3.4350 -3.5813 3.7566 0.024 0.012 0.000
H 1.3097 1.6590 0.6265 -0.073 -0.112 -0.083
H 3.8655 -1.5677 5.1277 0.026 -0.002 -0.021
H 0.0243 -4.3008 0.4319 0.008 -0.030 0.028
```
Positions in Å, forces in eV/Å.

Results
**M**: 1219.03 Da
**Energy above the lowest of the compared OMol25 structures with the same formula, charge and spin**: 0.887 eV
**Spin multiplicity**: 1
**Largest force on an atom**: 1.620 eV Å⁻¹
**LUMO (alpha / beta)**: -5.48 / -5.48 eV
**Total charge**: +2
**HOMO-LUMO gap (alpha / beta)**: 0.2384 / 0.2385 Ha

> The lowest energy above the lowest of the compared OMol25 structures with the same formula, charge and spin belongs to which entry?

C50H41AsBrN4O5S4Ti